Density functional theory data (ωB97M-V/def2-TZVPD) for a molecular structure, C44H41N7O3PSTc.

```
98
Properties=species:S:1:pos:R:3:forces:R:3
C -3.02147 1.72012 1.56662 0.1 0.1 0.1
C -3.83883 1.46707 -1.47605 0.0 0.0 0.0
H -1.88394 -0.61752 -4.08496 -0.1 0.1 0.1
P -1.61995 1.38367 0.40771 -0.6 -0.2 0.0
H 0.42732 6.65660 -0.24246 0.0 -0.1 0.0
C -2.80035 -12.01237 -0.64333 0.0 0.2 0.0
H -4.40209 2.05583 -0.76048 0.0 -0.1 -0.1
H -1.94829 3.44013 -1.76420 0.0 0.0 0.0
H 4.29418 0.94525 -0.05427 -0.1 0.0 0.1
N 0.96828 -1.01707 5.86485 0.0 0.0 -0.3
H -3.51912 3.61757 0.67850 0.0 0.0 0.1
C 0.77157 -0.47428 4.64822 0.1 0.5 0.1
H 1.70178 -0.43540 -2.41072 0.1 0.0 0.1
H -4.89047 -13.51270 -1.47427 0.0 0.0 0.0
H -5.47631 1.38169 -2.86298 0.1 0.0 0.0
H 0.91063 1.34592 3.67522 0.3 -0.4 -0.1
C -2.69176 -4.32973 -0.06156 -0.2 -0.3 -0.1
C -2.20771 -5.66952 -0.18812 -0.4 0.0 -0.1
N 1.23654 0.74220 4.43354 -0.3 -0.3 0.5
H -0.18906 -9.85863 -0.59974 -0.1 0.0 0.0
O -2.97286 -13.33933 -0.67272 -0.3 -0.4 0.0
C -3.32030 0.84963 2.61804 0.0 0.2 -0.1
C 1.44377 -5.32509 0.55144 -0.3 -0.4 -0.1
C 0.38948 2.65115 2.14704 0.3 0.3 -0.3
H -4.87746 -11.42847 -0.62899 0.1 0.1 0.0
C -4.34155 1.13537 3.51496 0.0 0.1 -0.1
H -4.39790 -9.04842 -0.51938 0.1 -0.1 0.0
C -1.29028 3.82982 -0.99826 0.0 0.0 0.0
H 3.32298 -4.48542 1.12910 -0.1 0.0 0.0
C -4.78010 3.19019 2.35618 0.1 0.1 -0.1
O -0.36146 1.61629 2.25406 0.1 0.2 0.4
H -0.80988 0.04213 -1.95553 0.0 0.0 0.0
C -0.34366 -3.72320 0.43220 -0.4 0.1 0.0
C -4.31496 -13.81372 -0.59622 0.1 0.0 0.0
C 0.06200 5.64031 -0.15387 0.0 0.0 0.0
O 1.39300 2.89551 2.83544 -0.7 0.0 -0.4
C -0.02557 3.55784 1.02696 -0.1 0.0 0.1
C -3.55944 -9.74115 -0.55072 -0.2 0.0 0.0
C -1.92315 -7.86066 -0.37737 -0.1 0.0 0.0
H -4.25141 -14.89405 -0.56393 0.0 -0.1 0.0
C 2.53172 -0.45427 -1.69621 -0.2 0.0 0.1
H 1.17419 5.20348 1.64997 -0.1 0.0 -0.1
C -0.89867 -6.02591 -0.01441 0.5 -0.2 0.1
H -5.86853 2.53807 4.08909 0.1 0.0 -0.1
C -4.45028 1.08623 -2.66744 0.1 0.0 0.0
H -2.73470 -0.04419 2.76507 0.2 -0.2 0.0
H -5.33720 4.11628 2.25588 0.1 -0.1 0.0
C -5.07763 2.30737 3.38168 0.0 -0.1 0.1
C 1.76720 -3.01231 1.00644 0.2 0.1 0.0
C 1.99492 1.91694 -1.06629 0.0 0.0 0.1
C -4.02752 -3.91676 -0.22072 0.1 -0.5 -0.1
C -3.75388 0.33132 -3.60463 0.0 0.1 0.1
H -4.23356 0.03390 -4.52847 0.0 0.0 0.0
C -1.83395 0.33998 -2.15712 -0.2 0.1 0.0
H -4.55252 0.44962 4.32790 0.0 0.0 -0.1
H -4.79628 -4.63152 -0.50160 0.1 0.1 0.0
H -0.68378 -12.29271 -0.71448 -0.1 0.1 0.0
C -3.84660 -11.09843 -0.60767 -0.1 0.2 0.0
H 3.17502 1.14646 1.31512 0.1 -0.1 -0.1
H -5.36237 -2.25169 -0.12876 0.1 0.0 0.0
C -2.25161 -9.28188 -0.53102 0.0 0.2 0.1
H -3.60777 -0.68938 0.55313 0.0 0.3 0.0
C -1.74147 -3.36033 0.26477 0.4 0.1 0.1
C -1.48093 -11.55962 -0.65508 0.2 -0.1 0.0
C -2.43719 -0.03391 -3.35399 0.1 0.0 0.1
Tc -0.34879 -0.76471 0.86806 0.6 1.7 0.8
H -4.81000 -13.45210 0.30872 0.1 0.0 0.0
C -0.80813 5.12919 -1.10771 0.0 0.0 -0.1
H 2.65713 -1.47802 -1.33458 0.0 0.0 -0.1
C 0.47080 4.84369 0.90664 0.1 0.1 0.0
H 1.04531 1.95784 -1.61098 0.2 0.0 0.0
S -0.02545 -1.44990 3.48984 -0.4 -0.3 -0.4
H 1.79378 -6.34956 0.45255 -0.1 0.2 0.0
C -2.52186 1.09390 -1.19748 0.0 -0.3 0.0
H 1.65978 1.24369 5.19893 0.1 0.0 0.0
H 0.67321 -1.96048 6.02881 0.0 -0.1 0.0
C 3.41906 0.52341 0.44883 0.0 0.0 0.2
H 3.44509 -0.14475 -2.21370 -0.1 0.0 0.1
N 0.50633 -2.72591 0.75057 0.1 -0.2 -0.1
C -3.75722 2.90086 1.45761 0.0 0.0 0.0
H 2.39203 -2.17612 1.28881 0.0 0.0 0.0
C 2.27572 -4.30886 0.91681 0.3 0.2 0.1
N -2.07317 -2.05493 0.48576 -0.3 -0.4 -0.1
N -2.85842 -6.85839 -0.42479 -0.2 0.0 -0.1
C 2.24209 0.49752 -0.52507 -0.2 0.1 -0.2
C 0.08790 -5.04078 0.31097 0.1 -0.3 0.0
N 1.08195 0.01004 0.19829 0.3 -0.2 -0.4
H 1.95230 2.63728 -0.24135 0.0 -0.2 -0.2
C -1.21330 -10.21392 -0.59598 0.2 0.0 0.0
C -0.92160 3.04398 0.09064 0.1 -0.1 0.1
H -3.84007 -6.98441 -0.59810 0.0 0.0 0.0
C -4.34810 -2.61057 -0.01451 -0.1 0.3 0.0
H 3.66787 -0.48480 0.79430 0.0 0.1 0.0
H -1.11520 5.74541 -1.94740 0.0 -0.1 0.1
H 1.39215 -0.49914 6.61570 0.0 0.0 0.0
C -3.34813 -1.70956 0.35378 0.1 -0.1 0.0
N -0.72560 -7.38104 -0.12893 0.0 0.2 0.0
H 2.80508 2.21068 -1.74566 -0.1 -0.1 0.1
```
Forces are in eV/Å.

Output
2S+1: 4
⟨S²⟩: 3.792
Kohn-Sham gap (spin up / spin down) in hartree: 0.23849 / 0.24059
Relative energy (zero: lowest compared OMol25 entry of this formula, charge and spin) in kcal per mole: 18.22
DFT total energy in eV: -85187.1647
Lowest unoccupied orbital energy (spin up / spin down) in Ha: -0.1148 / -0.1310
Total charge: +1
HOMO level (spin up / spin down) in hartree: -0.353 / -0.372

Density functional theory data (ωB97M-V/def2-TZVPD) for a molecular structure, C44H42Br2N4O2PSiTi.

```
97
Properties=species:S:1:pos:R:3:forces:R:3
C -1.50746 0.63589 2.39683 0.0 0.0 0.0
C -5.12262 -1.65719 -0.80007 0.1 0.0 0.0
C 2.84054 -4.10812 -0.28974 0.0 0.0 0.0
H -6.09844 1.00137 -3.82543 0.0 0.0 0.0
N 0.29512 1.30831 -1.10627 0.0 -0.1 -0.2
H -0.00136 3.18727 -1.86132 0.0 0.0 0.1
C -5.54606 -0.78481 -1.78870 0.0 0.0 0.1
C 3.36030 1.47122 -1.57069 0.0 0.1 0.0
C 0.20279 4.70923 0.25386 0.0 0.0 0.0
C 1.23395 -4.66116 2.21463 0.0 0.0 -0.1
C 3.48428 -0.00996 3.96172 0.0 0.0 0.0
H 3.75072 -0.06613 6.09186 0.0 0.0 0.0
Br -3.16561 -2.88286 0.85301 0.0 0.1 0.0
H 2.80559 -3.94391 -1.36719 0.0 0.0 0.0
C 1.20001 -2.24638 -2.92128 0.1 0.0 0.0
H 1.73179 -3.48082 -4.67302 0.0 0.0 0.0
Si 1.14035 -3.87292 0.49818 0.0 0.0 -0.1
N -2.37166 0.84336 -2.72375 0.2 0.1 0.1
H 3.57900 -3.42675 0.13694 0.0 0.0 0.0
C 1.25569 0.51983 3.17318 0.0 0.0 0.0
H 1.39284 0.51956 6.56379 0.0 0.0 0.0
H 0.50512 2.98494 3.67299 0.0 0.0 0.0
H 0.04160 -4.71798 -1.56989 0.0 0.0 0.0
H 3.56103 2.27779 0.40346 0.0 0.0 0.0
C -5.06589 0.96012 -3.51535 -0.1 0.0 0.0
H -5.18034 0.06638 3.47905 0.0 0.0 0.0
Ti 0.14462 -0.63841 -0.74260 0.5 1.1 0.8
H 3.05931 0.97919 -3.63743 0.0 0.0 0.0
C 0.21600 3.28698 0.28840 0.0 0.1 0.0
H 0.04666 -5.93158 -0.28470 0.0 -0.1 0.0
C -2.89883 -0.74127 -1.00864 0.2 0.1 0.1
H 1.58481 -5.69313 2.15748 0.0 -0.1 0.0
H 0.52694 5.42297 3.54735 0.0 0.0 0.0
H 4.31081 -0.46297 -1.48205 0.0 0.1 0.0
C 0.32153 2.65856 1.56191 0.0 0.0 0.0
C -3.30305 0.08331 -2.07483 -0.3 -0.1 0.0
H -0.92298 -4.05382 -4.64496 0.0 0.0 0.0
O 0.11584 0.85872 -2.42116 -0.1 -0.3 0.3
H -5.80964 -2.35074 -0.33892 0.0 0.0 0.0
N 2.24538 -0.73582 -1.47677 0.0 -0.1 -0.2
C -3.83754 1.25262 2.30029 0.0 0.0 0.0
C 3.05806 0.10058 5.27746 0.0 0.0 0.0
C 0.84496 0.63423 4.49953 0.0 0.0 0.0
H -4.61686 1.88962 1.90237 0.0 0.0 0.0
C -3.79346 -1.62952 -0.42038 -0.4 -0.1 0.0
C 3.45263 3.82964 -1.06854 0.0 0.0 0.0
C -4.15334 0.22774 3.18068 0.0 0.0 0.0
H -1.95533 -2.67654 -2.56311 0.0 0.0 0.0
C 0.42755 3.46102 2.70302 0.0 0.0 0.1
H -1.02867 0.83879 -2.53442 -0.4 -0.1 -0.2
C -3.15058 -0.60354 3.65380 0.0 0.0 0.0
C 0.77058 -2.07318 0.73456 0.1 0.0 -0.1
C -0.38345 -3.41354 -3.96753 0.0 0.0 0.0
C 3.29185 4.12521 -2.41239 0.0 0.0 0.0
H 3.25153 5.15535 -2.74070 0.0 0.0 0.0
H -0.18168 0.89347 4.72564 0.0 0.0 0.0
P 0.17794 0.85581 1.72487 0.0 0.0 -0.1
C -2.78351 1.65729 -3.72782 0.0 0.1 -0.1
C 2.58707 0.19505 2.92631 0.0 0.0 -0.1
C 3.15895 3.09503 -3.33513 0.0 0.0 0.0
C 1.73636 0.42485 5.54162 0.0 0.0 0.0
H -3.39224 -1.42286 4.31698 0.0 0.0 0.0
C -2.52267 1.46129 1.91693 0.0 0.0 0.0
H 0.25098 -4.66887 2.68740 -0.1 0.0 0.0
Br -7.39250 -0.83607 -2.25487 0.0 0.0 0.0
N 0.01976 -2.00530 -2.25811 0.1 -0.4 -0.5
H 3.01449 3.32094 -4.38311 0.0 0.0 0.0
H 3.48958 0.05432 -0.00897 0.0 -0.1 0.0
C 0.43617 4.83753 2.64272 0.0 0.0 0.0
O -1.64183 -0.67445 -0.56572 -0.1 -0.2 -0.1
C 0.31278 5.46267 1.38898 0.0 0.0 0.0
H -2.28621 2.26385 1.22858 0.0 0.0 0.0
H 1.90751 -4.10776 2.86955 0.1 0.1 0.0
H -1.12370 -4.60382 -0.25557 0.1 0.0 0.0
C -1.83879 -0.41380 3.24856 0.0 0.0 0.0
H 0.11483 5.19174 -0.71168 0.0 0.0 0.0
C 3.41003 0.03837 -1.09746 0.1 -0.1 0.1
H 0.30593 6.54386 1.31798 0.0 0.0 0.0
H 3.30688 -1.69344 -2.97936 -0.1 0.0 0.0
H 4.51233 -0.26509 3.73871 0.0 0.0 0.0
C 2.34729 -1.53888 -2.47419 0.1 -0.2 -0.1
H -1.07261 -1.09649 3.59409 0.0 0.0 0.0
C -4.08535 1.75234 -4.13180 0.0 0.0 0.0
H 3.52216 4.62204 -0.33635 0.0 0.1 0.0
H 3.19083 -5.12821 -0.11973 0.0 -0.1 0.0
C -0.09256 -4.86939 -0.49956 0.0 0.0 0.1
C 0.13240 2.61458 -0.94844 0.1 0.0 0.0
H 1.70088 -1.68703 1.17588 -0.1 0.1 0.1
C 3.19602 1.77602 -2.91609 0.0 0.0 0.0
C -0.93015 -2.70737 -2.89948 -0.1 0.1 0.1
C 3.48101 2.50649 -0.65311 0.0 0.0 0.0
H -4.34629 2.42292 -4.93885 0.0 0.0 0.0
C -4.68123 0.09057 -2.47147 0.1 0.0 0.0
C 0.98739 -3.12224 -3.98087 -0.1 0.0 0.0
H -1.99973 2.23575 -4.20086 0.0 0.0 0.0
H 0.00811 -1.99849 1.52484 0.0 0.0 0.0
H 2.92672 0.09600 1.90447 0.0 0.0 0.0
```
Forces are in eV/Å.

Output
2S+1: 3
⟨S²⟩: 2.041
Kohn-Sham gap (spin up / spin down) in hartree: 0.16813 / 0.25969
Relative energy (zero: lowest compared OMol25 entry of this formula, charge and spin) in kcal per mole: 0.00
DFT total energy in eV: -236735.4125
Lowest unoccupied orbital energy (spin up / spin down) in Ha: 0.0850 / 0.0826
Total charge: -1
HOMO level (spin up / spin down) in hartree: -0.083 / -0.177

- The lowest ⟨S²⟩ belongs to which entry?
  C44H42Br2N4O2PSiTi

- Which of these has the lowest relative energy (zero: lowest compared OMol25 entry of this formula, charge and spin)?
  C44H42Br2N4O2PSiTi

- Number 2 is which compound?
  C44H42Br2N4O2PSiTi